C26H26Cl3FeN4O2S | the ωB97M-V functional and the def2-TZVPD basis

Structure (XYZ):
```
63
Properties=species:S:1:pos:R:3:lowdin_charge:R:1
Fe -0.24459 0.22413 0.12716 0.5166
C -1.65604 2.71822 0.34033 -0.1135
N -0.99775 1.76303 1.23846 -0.2086
C -1.92990 1.20423 2.24330 -0.0722
C -2.37856 -0.18855 1.89749 -0.2160
C -3.53489 -0.74112 2.41670 0.0023
C -3.80855 -2.07692 2.16470 -0.0319
C -2.91435 -2.81263 1.40504 -0.0258
C -1.79448 -2.17913 0.89548 -0.0880
N -1.53780 -0.89192 1.13005 0.0518
C 0.15511 2.39514 1.92650 -0.0871
C 1.06104 1.30782 2.42976 -0.2398
C 1.85191 1.43072 3.55719 0.0044
C 2.63574 0.35345 3.94053 -0.0288
C 2.57452 -0.81653 3.20073 -0.0189
C 1.75466 -0.85970 2.08871 -0.0866
N 1.03197 0.19070 1.69414 0.0436
C -0.79459 3.02058 -0.85967 -0.2614
C -1.12190 4.09857 -1.66602 -0.0028
C -0.34923 4.36527 -2.78339 -0.0348
C 0.73402 3.54349 -3.04408 -0.0432
C 0.98941 2.48996 -2.18300 -0.1485
N 0.24938 2.21707 -1.10535 0.0875
H -1.89724 3.64599 0.87397 0.1426
H -2.58986 2.27337 -0.00410 0.1350
H -2.77689 1.87288 2.41246 0.1406
H -1.39399 1.13232 3.19349 0.1423
H -4.20295 -0.13584 3.01462 0.1235
H -4.70448 -2.53592 2.56077 0.1185
H -3.08017 -3.85984 1.19562 0.1176
H -1.07681 -2.68529 0.26611 0.0570
H -0.18267 3.04163 2.74257 0.1421
H 0.69279 3.01147 1.20816 0.1343
H 1.84603 2.35178 4.12446 0.1239
H 3.27071 0.42114 4.81350 0.1191
H 3.15008 -1.68905 3.47406 0.1188
H 1.67134 -1.75360 1.48532 0.1191
H -1.97442 4.71679 -1.41581 0.1249
H -0.58554 5.19801 -3.43225 0.1183
H 1.37867 3.70967 -3.89548 0.1153
H 1.82276 1.82646 -2.36794 0.0562
Cl 5.65113 -4.22604 -1.22183 0.6802
C 4.15395 -3.35820 -1.12782 -0.6813
C 4.15820 -1.98753 -0.97262 -0.1371
C 2.95478 -1.30538 -0.89686 -0.5614
Cl 3.04244 0.42289 -0.72986 0.7785
C 1.68900 -1.92730 -0.95256 -0.4754
O 0.53287 -1.32214 -0.88212 -0.2310
C 1.77002 -3.33237 -1.13170 -0.5483
Cl 0.28967 -4.24175 -1.26762 0.7431
C 2.95276 -4.03859 -1.21706 -0.1357
H 5.08873 -1.44088 -0.91662 0.1070
H 2.93405 -5.11058 -1.35181 0.1079
C -0.59282 -0.17566 -3.59429 -0.2217
S -2.10262 -0.19776 -2.63740 0.9560
C -2.25118 -1.96889 -2.47168 -0.2444
O -1.78665 0.32773 -1.25098 -0.5649
H 0.20473 -0.61229 -2.99427 0.0503
H -0.37943 0.85720 -3.85980 0.0426
H -0.77486 -0.75192 -4.50124 0.0702
H -2.45036 -2.38861 -3.45773 0.0696
H -3.09959 -2.15986 -1.81667 0.0587
H -1.32731 -2.35995 -2.05175 -0.0103
```

Values from the calculation:
**E_tot**: -4418.221608 hartree
**Total charge**: +1
**Relative energy (zero: lowest compared OMol25 entry of this formula, charge and spin)**: 20.24 kJ/mol
**HOMO-LUMO gap (spin up / spin down)**: 7.7 / 7.7 eV
**HOMO (spin up / spin down)**: -9.9 / -9.9 eV

C26H26CrN2O3S2 | the ωB97M-V functional and the def2-TZVPD basis

Structure (XYZ):
```
60
Properties=species:S:1:pos:R:3:mulliken_spin:R:1
Cr -0.83831 0.00054 0.75346 3.1308
C -2.33380 -2.56029 0.38097 0.0064
O -1.16185 -1.94327 1.02099 -0.0196
C -0.96153 -2.30751 2.42860 0.0087
C -1.62118 -1.25906 3.28996 0.0012
O -1.13026 0.00075 2.73019 -0.0175
C -1.61960 1.26120 3.28988 0.0012
C -0.95873 2.30880 2.42843 0.0087
O -1.15946 1.94472 1.02085 -0.0195
C -2.33085 2.56287 0.38091 0.0065
H -2.30634 -3.62613 0.59360 0.0004
H -2.22085 -2.39955 -0.68669 -0.0025
H -3.25436 -2.12008 0.76566 0.0007
H 0.11840 -2.32464 2.56807 -0.0041
H -1.35784 -3.30718 2.59725 0.0016
H -1.30341 -1.33545 4.32987 -0.0001
H -2.71115 -1.26313 3.23527 -0.0014
H -1.30164 1.33731 4.32976 -0.0001
H -2.70956 1.26658 3.23534 -0.0014
H 0.12122 2.32469 2.56789 -0.0041
H -1.35389 3.30895 2.59701 0.0016
H -2.30179 3.62883 0.59271 0.0004
H -3.25184 2.12425 0.76636 0.0007
H -2.21864 2.40116 -0.68669 -0.0025
S -4.24238 -0.00102 -3.95306 0.0006
C -4.81589 0.00057 -5.55926 -0.0018
C -3.79884 0.00088 -6.46567 0.0001
C -2.52552 0.00047 -5.84780 -0.0005
C -2.60163 -0.00008 -4.47762 -0.0008
C -1.49574 -0.00028 -3.53215 0.0059
C -1.74194 0.00035 -2.14691 -0.0192
N -0.76483 0.00000 -1.23968 -0.0366
C 0.52981 -0.00084 -1.64593 0.0250
C 0.88159 -0.00145 -2.99472 -0.0024
C 2.28772 -0.00229 -3.32998 -0.0029
C 3.23430 -0.00242 -2.36894 -0.0025
C 2.88026 -0.00179 -0.96750 -0.0147
C 3.80032 -0.00206 0.08470 0.0261
C 3.38958 -0.00146 1.41740 -0.0038
C 2.00372 -0.00064 1.65356 0.0177
N 1.11323 -0.00053 0.66051 -0.0636
C 1.52780 -0.00108 -0.63449 -0.0295
C 4.32366 -0.00206 2.53454 0.0000
C 4.03030 -0.00726 3.87953 -0.0032
C 5.18542 -0.00177 4.68989 0.0015
C 6.33206 0.00782 3.94707 -0.0036
S 6.01998 -0.00087 2.27691 0.0002
C -0.15841 -0.00121 -3.92821 0.0228
H -5.87760 0.00082 -5.74906 -0.0001
H -3.95348 0.00156 -7.53371 0.0000
H -1.60336 0.00090 -6.41066 0.0000
H -2.75902 0.00113 -1.76939 0.0014
H 2.57034 -0.00284 -4.37443 -0.0001
H 4.28371 -0.00308 -2.63291 -0.0002
H 4.85810 -0.00298 -0.15208 -0.0005
H 1.60696 0.00001 2.65948 -0.0103
H 3.03197 -0.01232 4.29505 -0.0003
H 5.17533 -0.00205 5.76883 0.0000
H 7.35161 0.01537 4.29947 -0.0001
H 0.08814 -0.00189 -4.98242 -0.0003
```

Values from the calculation:
**Expectation value of S²**: 3.7829
**E_tot**: -3181.502659 hartree
**Total charge**: +3
**Relative energy (zero: lowest compared OMol25 entry of this formula, charge and spin)**: 0.00 kJ/mol
**HOMO-LUMO gap (spin up / spin down)**: 4.4 / 5.4 eV
**2S+1**: 4
**HOMO (spin up / spin down)**: -15.5 / -15.5 eV

Which of these has the highest total charge? C26H26CrN2O3S2